{
  "formula": "C32H41N2OPd",
  "method": "ωB97M-V/def2-TZVPD",
  "s2": 6.093,
  "lumo_energy_ev": [-1.634, -4.495],
  "spin_multiplicity": 5,
  "e_homo_ev": [-10.19, -10.64],
  "charge": 1,
  "gap_ev": [8.6, 6.1],
  "species": ["C", "C", "C", "C", "C", "Pd", "C", "C", "H", "C", "H", "H", "C", "H", "H", "H", "C", "H", "H", "H", "C", "H", "H", "H", "C", "H", "H", "H", "C", "H", "H", "H", "C", "H", "H", "H", "C", "H", "H", "H", "C", "C", "C", "C", "H", "C", "H", "C", "H", "H", "H", "C", "N", "N", "C", "O", "C", "C", "C", "C", "C", "C", "C", "C", "C", "H", "H", "H", "H", "H", "H", "H", "H", "H", "H", "H", "H"],
  "coordinates": [[-0.838, 2.249, 0.782], [-2.010, 2.176, 0.018], [-1.713, 2.383, -1.342], [-0.289, 2.633, -1.462], [0.274, 2.518, -0.105], [0.607, 0.799, -1.228], [1.833, -1.184, -4.275], [2.303, -1.088, -2.962], [1.947, -1.873, -2.281], [2.402, 0.181, -2.212], [2.658, 1.037, -2.835], [3.014, 0.143, -1.308], [0.933, -2.424, -4.491], [0.592, -2.821, -3.518], [-0.048, -2.048, -4.856], [1.296, -3.235, -5.180], [0.884, 0.050, -4.611], [0.352, 0.299, -3.636], [1.262, 0.985, -5.118], [0.012, -0.330, -5.166], [-3.369, 2.025, 0.602], [-3.388, 1.208, 1.336], [-3.684, 2.946, 1.120], [-4.112, 1.801, -0.169], [-2.690, 2.438, -2.443], [-3.323, 1.542, -2.455], [-3.352, 3.314, -2.336], [-2.184, 2.511, -3.413], [0.407, 3.361, -2.543], [-0.218, 3.415, -3.437], [0.650, 4.379, -2.210], [1.339, 2.845, -2.798], [1.560, 3.112, 0.318], [2.267, 3.116, -0.516], [1.402, 4.143, 0.662], [1.998, 2.531, 1.139], [-0.756, 2.275, 2.255], [0.279, 2.130, 2.589], [-1.104, 3.243, 2.654], [-1.374, 1.490, 2.712], [-3.135, -0.929, -0.902], [-2.741, -0.965, -2.267], [-4.464, -1.108, -0.797], [-3.490, -1.053, -3.463], [-1.781, -1.061, -2.902], [-5.265, -1.161, -1.984], [-4.869, -1.172, 0.195], [-4.848, -1.088, -3.311], [-3.004, -1.146, -4.444], [-6.303, -1.317, -1.775], [-5.483, -1.081, -4.219], [1.340, -2.165, 5.237], [0.754, -1.826, 3.954], [1.500, -1.353, 2.939], [0.670, -0.951, 1.903], [1.150, -0.458, 0.841], [-0.658, -1.207, 2.372], [-0.557, -1.744, 3.631], [-1.601, -2.227, 4.568], [2.920, -1.381, 2.890], [3.624, -2.543, 3.229], [5.014, -2.554, 3.113], [5.696, -1.402, 2.694], [4.981, -0.256, 2.321], [3.589, -0.258, 2.381], [1.785, -3.168, 5.221], [0.542, -2.155, 5.983], [2.107, -1.440, 5.536], [-1.543, -0.997, 1.786], [-1.481, -3.295, 4.805], [-1.614, -1.667, 5.514], [-2.578, -2.100, 4.087], [3.078, -3.429, 3.562], [5.565, -3.464, 3.352], [6.785, -1.400, 2.652], [5.495, 0.643, 1.978], [3.003, 0.599, 2.039]],
  "mulliken_charge": [0.458, 0.637, 0.888, 0.092, 2.055, 0.301, 0.657, -0.510, 0.237, -1.103, 0.529, 0.611, -1.022, 0.281, 0.195, 0.342, -0.847, 0.034, 0.316, 0.390, -1.825, 0.269, 0.395, 0.459, -1.608, 0.121, 0.378, 0.362, -1.338, 0.363, 0.285, 0.138, -1.785, 0.369, 0.324, 0.224, -1.707, 0.284, 0.396, 0.307, 0.281, 0.136, -0.481, -0.515, 0.013, -0.590, 0.511, -0.535, 0.370, 0.357, 0.400, -0.973, -0.025, 0.563, 0.237, -0.379, -0.968, 0.742, -1.763, -0.024, -0.012, -0.746, -0.415, -0.695, 0.045, 0.313, 0.358, 0.352, 0.537, 0.372, 0.387, 0.366, 0.443, 0.379, 0.383, 0.397, 0.229]
}

***

{
  "formula": "C32H41N3OTm",
  "method": "ωB97M-V/def2-TZVPD",
  "s2": 2.020,
  "lumo_energy_ev": [2.434, 2.433],
  "spin_multiplicity": 3,
  "relative_energy_kcal_mol": 41.7,
  "e_homo_ev": [-2.51, -2.32],
  "charge": -1,
  "gap_ev": [4.9, 4.8],
  "species": ["Tm", "N", "N", "C", "C", "C", "C", "H", "H", "H", "C", "C", "H", "H", "H", "C", "C", "H", "H", "H", "C", "H", "H", "H", "C", "H", "H", "H", "C", "H", "C", "H", "C", "H", "C", "H", "C", "C", "H", "C", "C", "H", "C", "H", "N", "C", "C", "C", "H", "C", "C", "H", "H", "H", "C", "H", "C", "C", "H", "H", "H", "C", "H", "H", "H", "C", "C", "C", "O", "C", "H", "H", "H", "H", "H", "H", "H", "H"],
  "coordinates": [[0.133, -0.320, 0.557], [1.279, -3.378, 3.925], [-0.308, -2.195, -1.348], [1.258, 2.072, 0.377], [2.275, 1.112, 0.674], [2.146, 0.778, 2.057], [3.000, -0.096, 2.820], [3.847, -0.528, 2.293], [2.251, -1.350, 2.966], [3.148, 0.118, 3.883], [1.012, 1.452, 2.586], [0.557, 1.348, 3.992], [1.101, 2.026, 4.671], [0.690, 0.330, 4.385], [-0.507, 1.595, 4.083], [0.483, 2.278, 1.564], [-0.657, 3.209, 1.746], [-1.468, 2.716, 2.302], [-1.065, 3.536, 0.783], [-0.392, 4.118, 2.313], [3.344, 0.623, -0.238], [4.222, 1.292, -0.240], [2.997, 0.558, -1.280], [3.697, -0.379, 0.045], [1.048, 2.737, -0.937], [-0.010, 2.992, -1.094], [1.344, 2.082, -1.769], [1.626, 3.670, -1.047], [0.321, -3.845, 4.686], [0.522, -3.768, 5.739], [-0.832, -4.455, 4.175], [-1.476, -5.002, 4.874], [-1.060, -4.363, 2.795], [-1.922, -4.909, 2.397], [-0.240, -3.527, 2.009], [-0.477, -3.365, 0.947], [0.815, -2.908, 2.722], [1.843, -2.107, 2.389], [2.123, -2.254, 1.329], [-0.381, -0.954, -1.789], [0.850, -2.834, -2.015], [1.493, -3.620, -1.623], [0.757, -2.232, -3.254], [1.108, -2.635, -4.181], [0.049, -1.045, -3.103], [-0.008, 0.117, -3.807], [1.116, 0.487, -4.526], [1.011, 1.682, -5.263], [1.824, 1.944, -5.941], [-0.124, 2.484, -5.138], [-0.273, 3.673, -6.022], [-0.785, 4.473, -5.486], [-0.860, 3.429, -6.914], [0.714, 4.004, -6.338], [-1.144, 2.173, -4.231], [-2.014, 2.824, -4.101], [-1.092, 0.964, -3.516], [-2.183, 0.651, -2.539], [-2.278, -0.418, -2.284], [-3.150, 0.957, -2.973], [-2.114, 1.222, -1.590], [2.392, -0.280, -4.496], [2.268, -1.338, -4.753], [2.920, -0.245, -3.526], [3.072, 0.144, -5.250], [-4.045, -0.453, 1.980], [-3.454, -1.144, 3.202], [-2.015, -0.663, 3.251], [-1.656, -0.241, 1.827], [-2.903, -0.158, 1.006], [-4.853, -1.015, 1.508], [-4.470, 0.510, 2.282], [-3.490, -2.238, 3.131], [-3.979, -0.870, 4.123], [-1.911, 0.217, 3.889], [-1.286, -1.420, 3.546], [-2.813, -0.897, 0.198], [-2.959, 0.853, 0.587]],
  "mulliken_charge": [0.304, -0.591, -0.386, 0.674, 0.263, 0.122, -1.460, 0.352, 0.380, 0.376, 1.110, -1.751, 0.294, 0.286, 0.439, 0.697, -1.628, 0.237, 0.301, 0.294, -0.974, 0.276, -0.200, 0.376, -1.094, 0.225, -0.051, 0.310, -0.427, 0.390, -0.348, 0.320, -0.731, 0.404, -0.033, 0.329, 0.590, -1.020, 0.251, -0.627, -1.154, 0.394, -0.274, 0.704, 0.257, 0.458, 0.988, -1.179, 0.298, 1.033, -1.505, 0.379, 0.272, 0.373, -1.022, 0.364, 1.082, -1.442, 0.358, 0.644, 0.029, -1.325, 0.284, 0.079, 0.369, -0.700, -0.722, 0.335, -0.150, -0.112, 0.376, 0.308, 0.271, 0.378, 0.191, -0.276, 0.223, 0.134]
}

***

{
  "formula": "C32H41N6O2P2RuSSe",
  "method": "ωB97M-V/def2-TZVPD",
  "s2": 6.036,
  "lumo_energy_ev": [-9.779, -12.171],
  "spin_multiplicity": 5,
  "e_homo_ev": [-16.21, -16.20],
  "charge": 3,
  "gap_ev": [6.4, 4.0],
  "species": ["Ru", "C", "P", "C", "N", "C", "C", "C", "C", "C", "C", "N", "C", "P", "C", "C", "C", "C", "C", "C", "C", "C", "C", "H", "H", "H", "H", "H", "H", "H", "H", "H", "H", "H", "H", "H", "H", "H", "H", "H", "H", "H", "H", "H", "H", "H", "H", "H", "H", "H", "H", "N", "C", "N", "S", "H", "H", "H", "H", "O", "C", "O", "C", "C", "C", "C", "C", "C", "H", "H", "H", "H", "H", "Se", "N", "C", "C", "C", "C", "C", "C", "N", "H", "H", "H", "H"],
  "coordinates": [[-0.646, 0.708, -0.998], [2.627, -0.604, -2.315], [1.706, 0.413, -1.122], [2.163, -0.310, 0.497], [3.393, -0.584, 0.769], [3.834, -0.963, 1.963], [5.186, -1.175, 2.267], [5.554, -1.472, 3.554], [4.598, -1.583, 4.581], [3.266, -1.396, 4.322], [2.847, -1.077, 3.024], [1.586, -0.825, 2.705], [1.188, -0.464, 1.533], [-0.578, -0.005, 1.319], [-0.648, 1.256, 2.653], [-1.566, -1.478, 2.047], [-3.046, -1.095, 2.023], [-1.118, -1.745, 3.479], [-1.350, -2.719, 1.187], [2.714, 2.025, -1.079], [4.177, 1.852, -0.698], [1.991, 2.915, -0.066], [2.627, 2.605, -2.491], [3.691, -0.481, -2.110], [2.404, -0.265, -3.328], [2.356, -1.654, -2.227], [5.919, -1.087, 1.477], [6.596, -1.616, 3.795], [4.922, -1.814, 5.584], [2.520, -1.472, 5.097], [-0.129, 0.876, 3.532], [-1.682, 1.466, 2.920], [-0.166, 2.180, 2.328], [-3.264, -0.258, 2.684], [-3.632, -1.945, 2.371], [-3.377, -0.859, 1.010], [-1.324, -0.914, 4.148], [-0.061, -2.000, 3.532], [-1.668, -2.602, 3.860], [-1.776, -2.586, 0.193], [-1.852, -3.566, 1.651], [-0.292, -2.959, 1.087], [4.306, 1.305, 0.232], [4.628, 2.834, -0.559], [4.744, 1.347, -1.475], [2.167, 2.563, 0.950], [0.903, 2.906, -0.255], [2.350, 3.939, -0.128], [3.315, 2.098, -3.161], [2.894, 3.660, -2.479], [1.621, 2.508, -2.899], [-1.514, 4.474, -1.358], [-0.857, 4.045, -2.426], [-0.218, 4.874, -3.228], [-0.803, 2.361, -2.827], [-1.593, 5.463, -1.157], [-2.115, 3.846, -0.833], [-0.250, 5.878, -3.115], [0.243, 4.520, -4.053], [-1.073, -0.958, -2.523], [-0.449, -1.880, -1.935], [0.313, -1.610, -0.962], [-0.623, -3.283, -2.351], [-1.690, -3.626, -3.182], [-1.882, -4.945, -3.549], [-0.994, -5.921, -3.114], [0.074, -5.579, -2.291], [0.254, -4.267, -1.889], [-2.354, -2.853, -3.540], [-2.718, -5.200, -4.180], [-1.137, -6.945, -3.423], [0.769, -6.333, -1.958], [1.072, -3.992, -1.237], [-3.591, -0.467, -2.162], [-2.710, 0.630, -1.010], [-3.595, 1.453, -0.439], [-3.310, 2.446, 0.515], [-4.344, 3.211, 0.997], [-5.663, 3.034, 0.534], [-5.977, 2.082, -0.402], [-4.948, 1.256, -0.896], [-5.078, 0.281, -1.783], [-2.292, 2.546, 0.879], [-4.147, 3.965, 1.744], [-6.437, 3.668, 0.936], [-6.982, 1.947, -0.769]],
  "mulliken_charge": [-0.261, -1.834, 2.020, 0.494, -0.352, 0.136, -0.477, -0.666, -0.652, -0.643, 0.206, -0.025, -0.739, 2.180, -1.672, 1.336, -1.605, -1.625, -1.736, 1.385, -1.675, -1.265, -1.420, 0.414, 0.508, 0.417, 0.516, 0.446, 0.453, 0.513, 0.591, 0.459, 0.388, 0.376, 0.516, 0.312, 0.358, 0.339, 0.532, 0.168, 0.677, 0.308, 0.304, 0.507, 0.428, 0.256, -0.003, 0.648, 0.354, 0.522, 0.051, -0.297, 0.811, -0.318, -0.442, 0.252, 0.051, 0.239, 0.278, -1.166, 0.591, -0.446, 1.022, -0.458, -0.848, -0.504, -0.952, -0.117, 0.431, 0.453, 0.446, 0.453, 0.460, 0.591, 0.183, 1.003, -1.025, -1.162, -0.811, -0.662, 0.554, -0.731, 1.073, 0.553, 0.472, 0.558]
}